The following is a quantum chemistry calculation of a molecular structure, C65H54BiN7O2P2S2 in a non-equilibrium geometry, from OMol25.

Positions of all 133 atoms, in Å:
Bi1 0.378325 -0.747693 -0.477398
S1 4.999200 -2.520700 0.386303
S2 1.987622 -2.448841 0.639938
P1 -0.118658 -0.724606 2.372352
P2 -1.289090 1.841579 -0.712842
O1 -1.201080 -2.786574 -0.846355
O2 -1.922851 1.621250 1.894270
N1 0.830011 0.551222 -2.697852
N2 -0.267184 -6.122844 -1.278528
N3 1.932095 0.946399 -0.063482
N4 0.981579 -1.799905 -4.148778
N5 3.429539 -1.399241 -1.349228
N6 0.458278 -4.058895 -1.813124
N7 1.774058 -5.869598 -2.439005
C1 -1.990671 1.262574 3.210232
C2 -2.181841 -2.408807 2.013985
C3 -2.962884 -3.541342 2.143285
C4 -3.114209 3.683693 2.372587
C5 3.423741 -2.070178 -0.250715
C6 -0.359824 -3.513488 3.136150
C7 -1.259100 0.130560 3.550163
C8 -5.124838 0.311045 -2.771704
C9 5.728870 -1.673201 -0.953957
C10 -4.283698 -0.546162 -2.083103
C11 -1.099127 2.535150 -4.081018
C12 1.382378 -0.451482 3.391522
C13 -1.295935 -0.340796 4.857371
C14 -2.446299 -4.666564 2.775788
C15 0.976476 3.300679 -0.706974
C16 0.684046 -5.379236 -1.856366
C17 -0.167574 -1.132371 -4.037355
C18 1.249726 2.931840 -3.459238
C19 -2.726409 1.487479 5.454809
C20 -1.400740 -1.702267 -4.344095
C21 2.055145 4.194561 -3.446562
C22 1.586515 0.892798 3.726095
C23 2.303984 -1.400511 3.822133
C24 1.913261 2.084347 -0.955123
C25 -0.881146 -2.380457 2.525661
C26 1.120958 1.881532 -2.286013
C27 -2.049244 0.329491 5.802728
C28 -0.043351 0.293869 -3.621911
C29 4.719085 -1.158554 -1.786826
C30 0.944678 -3.042856 -4.599682
C31 5.066166 -0.447099 -2.933183
C32 3.547048 0.309556 4.982361
C33 -0.243857 3.354505 -3.179023
C34 -0.684930 -3.877236 -1.155007
C35 -3.190280 5.295552 0.559315
C36 -2.086812 3.207171 0.206098
C37 -3.099788 -0.067208 -1.535822
C38 6.404179 -0.233447 -3.203460
C39 -2.704415 1.988038 4.158751
C40 -3.422424 3.284768 3.807571
C41 -0.413948 -7.563538 -1.260122
C42 4.042598 2.857460 0.188078
C43 -4.778401 1.650238 -2.914681
C44 -2.753040 1.276592 -1.662442
C45 -1.146878 -4.653231 3.256116
C46 2.334059 4.885478 -2.354464
C47 -1.427189 -3.010205 -4.802196
C48 2.656936 1.269328 4.516867
C49 3.374911 -1.016561 4.619580
C50 -3.523357 4.906629 1.845817
C51 -0.935452 1.225848 -4.311325
C52 -4.938792 3.086372 3.976513
C53 -0.057826 2.764974 -1.763790
C54 2.205857 4.230176 -1.019864
C55 -2.400648 2.854279 1.523332
C56 -0.232512 -3.692189 -4.951303
C57 7.396923 -0.724272 -2.352634
C58 3.897871 1.843657 1.041620
C59 7.073149 -1.458239 -1.225033
C60 3.159214 2.982301 -0.997767
C61 -3.612228 2.134456 -2.350339
C62 -1.297601 -5.227734 -0.802189
C63 -2.461750 4.454104 -0.268211
C64 -2.935896 4.404489 4.745392
C65 2.862953 0.859449 0.816144
H1 -0.213512 -4.707435 -5.324425
H2 7.842820 -1.849990 -0.573758
H3 0.557322 -8.051471 -1.315852
H4 4.834362 3.589966 0.298147
H5 -2.090954 -0.033311 6.820660
H6 -0.458995 4.417649 -3.249255
H7 4.556058 1.688510 1.884761
H8 -5.474686 4.001858 3.724633
H9 1.904311 -3.536951 -4.704798
H10 2.212816 -2.434345 3.532466
H11 0.643031 -3.522141 3.536194
H12 -3.281927 2.015175 6.218788
H13 -0.887930 -7.860375 -0.326561
H14 -4.114714 5.578799 2.453432
H15 2.008493 -6.845064 -2.399530
H16 -3.505196 6.265259 0.197646
H17 -3.375826 3.186072 -2.440393
H18 -0.726370 -1.220103 5.131327
H19 2.799988 2.310543 4.775125
H20 2.385570 4.927614 -0.203868
H21 -2.252955 -5.387791 -1.308751
H22 -1.033824 -7.909125 -2.090515
H23 -5.171937 2.828980 5.009772
H24 -2.587413 -1.522945 1.533010
H25 -5.428509 2.320712 -3.461780
H26 2.812760 5.855248 -2.397390
H27 -2.193466 4.774765 -1.266746
H28 -1.829960 3.067013 -4.678764
H29 -5.298889 2.283151 3.332723
H30 -1.869139 4.585519 4.608390
H31 2.475212 -5.218786 -2.750299
H32 -2.370501 -3.478515 -5.051684
H33 -4.549330 -1.588908 -1.961615
H34 0.538925 3.488340 0.273703
H35 -3.473322 5.330043 4.544068
H36 8.437690 -0.530024 -2.573699
H37 -1.557374 0.771225 -5.070897
H38 1.375718 2.415346 -4.408903
H39 -3.109135 4.143936 5.788399
H40 -2.457729 -0.756236 -1.000769
H41 4.282221 -0.081503 -3.585244
H42 4.365937 0.596130 5.628420
H43 -2.318784 -1.145404 -4.218282
H44 0.896278 1.646750 3.361974
H45 -0.740452 -5.528933 3.745902
H46 -1.451091 -5.309482 0.275882
H47 -3.977244 -3.548878 1.766820
H48 -3.065168 -5.544549 2.907727
H49 -6.057006 -0.054839 -3.180945
H50 2.239851 4.617159 -4.427419
H51 2.870932 -0.024205 1.439901
H52 3.766098 2.888345 -1.899907
H53 6.693812 0.316627 -4.088954
H54 4.075472 -1.766786 4.962300

Forces on atoms 1 to 3 (eV/Å):
Bi 0.2349 -0.3988 -0.1713
S -0.1539 0.2242 -0.1479
S -0.0707 -0.4821 0.3381

Values from the calculation:
F_max = 1.19 eV/Å
calculated total energy = -128882.18054 eV
charge = +2
energy relative to the best compared isomer or geometry (same formula, charge and spin) = 296.0 kJ/mol
Kohn-Sham gap = 7.016 eV